Record 1
DFT (wB97M-V/def2-TZVPD) results for a single C5H8O2S molecule.

XYZ file:
```
16
Properties=species:S:1:pos:R:3:forces:R:3
C 1.161870 2.360086 -0.833027 -0.6 -0.1 -0.1
C 0.759790 1.265543 -0.586552 0.8 0.7 -1.5
C -0.471471 -2.059882 -1.124716 1.6 -3.1 1.3
C -0.835774 1.191919 1.254831 -2.0 0.1 2.8
C 0.403880 -0.060135 -0.215217 -0.5 -1.2 0.8
O 0.191207 -0.864810 -1.326671 0.4 1.0 0.1
O -0.761986 -0.024414 0.627583 0.8 -1.9 -2.2
S 1.880980 -0.583599 0.816104 -0.8 -0.7 0.0
H 1.202952 3.381325 -1.043651 0.5 0.8 -0.2
H -0.799944 -2.468351 -2.048904 0.1 -0.1 -1.1
H -1.324498 -1.991950 -0.536815 -1.7 0.7 1.2
H 0.120728 -2.941777 -0.573700 -0.5 2.0 -1.2
H -1.581991 0.991266 2.143097 1.6 0.8 -1.5
H -1.223193 1.959693 0.591406 -0.2 0.2 0.1
H 0.186213 1.404040 1.538278 -0.2 0.8 1.1
H 1.091240 -1.558948 1.317961 0.5 0.0 0.2
```
Positions in Å, forces in eV/Å.

## Properties
LUMO level ... 0.0291 Eh
Orbital gap ... 10.269 eV
ΔE to the lowest compared entry with this formula, charge and spin ... 96.6 kcal per mole
Molecular weight ... 132.2 u
SMILES string ... C#CC(S)(OC)OC
Electronic energy ... -743.8334 Eh



Record 2
DFT (wB97M-V/def2-TZVPD) results for C60H50CrGeI5N6O2SSe as an isolated structure.

XYZ file:
```
127
Properties=species:S:1:pos:R:3:forces:R:3
Cr -0.665803 -1.084945 -0.339762 0.4 0.1 -0.3
I 6.599227 -2.214216 -6.419230 0.0 0.0 0.0
C 4.935883 -2.234746 -5.162691 0.0 0.0 0.0
C 4.465613 -3.443298 -4.670892 0.0 0.0 0.0
C 3.377257 -3.449349 -3.809632 0.0 0.0 0.0
C 2.745897 -2.261990 -3.455396 0.0 -0.1 0.0
C 3.209831 -1.062192 -3.989613 0.0 0.0 0.0
C 4.310936 -1.040968 -4.834169 -0.1 0.0 0.0
C 1.605196 -2.216322 -2.498177 0.0 0.0 -0.1
C 0.339063 -1.921709 -3.016556 0.0 -0.1 0.0
C -0.023201 -2.050432 -4.399432 0.1 0.0 0.0
C -1.367365 -1.888365 -4.471530 -0.1 0.0 0.0
C -1.822604 -1.580630 -3.142401 0.0 0.0 0.0
C -3.110953 -1.175342 -2.784993 -0.1 0.0 0.1
C -4.213481 -1.342997 -3.774834 0.1 0.1 0.0
C -5.238823 -2.247272 -3.511345 0.0 0.0 0.0
C -6.257862 -2.458183 -4.428898 0.0 0.1 0.0
C -6.255667 -1.749245 -5.621335 0.0 0.0 0.0
I -7.774864 -2.066040 -7.012136 0.0 0.0 0.0
C -5.256289 -0.827817 -5.894916 0.0 0.0 0.0
C -4.241941 -0.629236 -4.968981 0.0 0.1 0.0
C -3.432728 -0.625134 -1.547193 0.0 0.1 0.0
N -2.595428 -0.511441 -0.462013 0.0 0.0 0.1
C -3.301341 0.124861 0.519767 0.0 -0.1 0.0
C -2.891902 0.274610 1.850017 -0.1 -0.1 0.0
C -3.841595 0.935435 2.790705 0.1 0.1 0.0
C -4.455256 0.217495 3.813341 0.0 0.0 0.0
C -5.341572 0.832631 4.686701 0.0 0.0 0.0
C -5.623771 2.181578 4.531604 0.0 0.0 0.0
I -6.949513 3.118443 5.837454 0.0 0.0 0.0
C -5.032731 2.913946 3.513164 0.0 -0.1 0.0
C -4.147545 2.285217 2.649643 0.0 0.1 0.0
C -1.746790 -0.310800 2.368232 0.0 -0.1 0.0
C -1.400437 -0.362778 3.767618 0.0 0.0 0.0
C -0.381075 -1.238956 3.892133 0.0 0.0 0.0
C -0.041705 -1.686185 2.566686 0.1 0.1 0.0
N -0.861610 -1.077945 1.653537 0.0 0.1 0.1
C 0.999038 -2.554737 2.277861 -0.1 -0.1 0.0
C 1.494082 -2.762977 0.990919 0.1 0.2 0.0
C 2.783301 -3.333528 0.694967 -0.1 0.0 0.1
C 3.019899 -3.109996 -0.616940 0.0 0.0 0.0
C 1.840062 -2.485394 -1.156159 0.0 0.0 0.0
N 0.936376 -2.276822 -0.147376 -0.1 -0.3 -0.1
C 1.626275 -3.289368 3.414325 0.1 0.1 0.0
C 2.786397 -2.823148 4.021361 0.1 0.0 0.0
C 3.352808 -3.508611 5.087671 0.0 0.0 0.0
C 2.750572 -4.670469 5.544497 0.0 0.0 0.0
I 3.583735 -5.698896 7.155405 0.0 0.0 0.0
C 1.595160 -5.155010 4.948516 0.0 0.1 -0.1
C 1.037245 -4.457687 3.885639 0.0 0.0 0.0
C -4.604542 0.471888 0.024496 0.0 0.0 0.0
C -4.691538 -0.007719 -1.239929 0.0 0.0 0.0
N -0.769386 -1.638552 -2.278458 -0.1 -0.1 0.0
H 4.938892 -4.372535 -4.956311 0.0 0.0 0.0
H 3.009451 -4.388783 -3.415213 0.0 0.0 0.0
H 2.715066 -0.133742 -3.723788 0.0 0.0 0.0
H 4.675174 -0.100503 -5.223996 0.0 0.0 0.0
H 0.663187 -2.275947 -5.199094 0.0 0.0 0.0
H -1.993127 -1.956622 -5.344887 0.0 0.0 0.0
H -5.233826 -2.797136 -2.578379 0.0 0.0 0.0
H -7.043081 -3.169943 -4.215756 0.0 0.0 0.0
H -5.267036 -0.266599 -6.818941 0.0 0.0 0.0
H -3.472731 0.106434 -5.169086 0.0 0.0 0.0
H -4.244169 -0.839395 3.919947 0.0 0.0 0.0
H -5.805264 0.263238 5.480172 0.0 0.0 0.0
H -5.256341 3.966374 3.399329 0.0 0.0 0.0
H -3.672552 2.846560 1.856851 0.0 0.0 0.0
H -1.888834 0.193777 4.550434 0.0 0.0 0.0
H 0.134090 -1.533101 4.792090 0.0 0.0 0.0
H 3.435833 -3.788485 1.421649 0.0 0.0 0.0
H 3.905716 -3.355350 -1.178479 0.0 0.0 0.0
H 3.242374 -1.908540 3.659961 0.0 0.0 0.0
H 4.255237 -3.138848 5.554590 0.0 0.0 0.0
H 1.134072 -6.066834 5.301499 0.0 0.0 0.0
H 0.133299 -4.825441 3.415875 0.0 0.0 0.0
H -5.365955 0.990348 0.583420 0.0 0.0 0.0
H -5.531960 0.057191 -1.911364 0.0 0.0 0.0
I 5.125955 4.380617 -4.208855 0.0 0.0 0.0
C 3.964646 3.154966 -2.984600 0.0 0.0 0.0
C 2.596446 3.070766 -3.204463 0.0 0.0 0.1
C 1.828210 2.257801 -2.383168 0.0 0.0 0.0
C 2.424187 1.548740 -1.346991 0.0 0.0 -0.1
C 3.795269 1.634038 -1.147440 0.1 0.0 0.0
C 4.575753 2.437478 -1.965901 -0.1 0.0 0.0
C 1.619326 0.653294 -0.450454 -0.1 0.1 -0.1
O 2.065151 0.297799 0.626284 -0.1 -0.2 -0.1
O 0.472093 0.313392 -0.969323 -0.1 0.0 0.4
H 2.133816 3.633070 -4.003685 0.0 0.0 0.0
H 0.759847 2.171957 -2.531609 0.0 0.0 0.0
H 4.247424 1.046509 -0.358449 0.0 0.0 0.0
H 5.644093 2.504492 -1.812563 0.0 0.0 0.0
C -1.178951 4.963598 2.219450 0.0 0.0 -0.1
N -2.165757 4.851621 1.172107 0.0 -0.1 0.1
C -3.362761 5.674213 1.156962 0.0 0.0 0.0
C -4.203615 5.060801 0.019291 0.0 0.0 0.0
N -3.303867 4.049336 -0.515605 -0.1 0.0 0.0
C -2.176194 3.890454 0.221799 0.2 0.2 0.1
S -1.025738 2.714831 -0.018365 -0.2 0.0 -0.2
H -0.652792 5.919176 2.159757 0.0 0.0 0.0
H -0.462177 4.151212 2.105353 0.0 0.0 0.0
H -1.660535 4.883954 3.198174 0.0 0.0 0.0
H -3.114073 6.720573 0.965848 0.0 0.0 0.0
H -3.871398 5.619820 2.123629 0.0 0.0 0.0
H -4.458945 5.798551 -0.740710 0.0 0.0 0.0
H -5.130043 4.616917 0.390926 0.0 0.0 0.0
H -3.591922 3.317386 -1.140919 0.0 0.0 0.0
C 5.265898 4.709331 1.545067 0.1 0.1 0.0
Ge 3.374065 4.382432 1.928963 0.1 0.1 -0.1
C 2.765566 5.633239 3.302756 0.0 0.0 0.1
C 2.352269 4.688083 0.298397 0.0 0.0 -0.1
C 3.279554 2.547807 2.576726 0.0 -0.2 0.1
Se 1.509747 1.861406 3.032105 -0.1 0.1 0.3
C 1.584704 2.383257 4.913016 0.1 0.0 -0.1
H 5.418510 5.727913 1.184418 0.0 0.0 0.0
H 5.608550 4.021287 0.770168 0.0 0.0 0.0
H 5.884724 4.565311 2.431955 0.0 0.0 0.0
H 2.696919 6.633301 2.871594 0.0 0.0 0.0
H 3.457620 5.671777 4.144913 0.0 0.0 0.0
H 1.777836 5.352829 3.673476 0.0 0.0 0.0
H 1.933112 5.696004 0.313736 0.0 0.0 0.0
H 1.532141 3.977906 0.191340 0.0 0.0 0.0
H 3.004420 4.601858 -0.572904 0.0 0.0 0.0
H 3.901721 2.445843 3.468591 0.0 0.0 0.0
H 3.676807 1.874535 1.816738 -0.1 0.0 0.0
H 2.341277 1.787824 5.422129 0.0 0.0 0.0
H 0.612286 2.182974 5.359380 0.0 0.0 0.0
H 1.820187 3.440446 5.014759 0.0 0.0 0.0
```
Positions in Å, forces in eV/Å.

## Properties
LUMO level (alpha / beta) ... -0.0482 / -0.0538 Eh
Orbital gap (alpha / beta) ... 5.941 / 5.727 eV
2S+1 ... 4
ΔE to the lowest compared entry with this formula, charge and spin ... 0.0 kcal per mole
Molecular weight ... 1757.3 u
Electronic energy ... -10205.0665 Eh



Record 3
DFT (wB97M-V/def2-TZVPD) results for a 17-piece molecular cluster, C6H50BNO17 overall.

XYZ file:
```
75
Properties=species:S:1:pos:R:3:forces:R:3
C -3.333010 -0.797364 1.720616 -0.8 -0.5 2.2
O -2.751643 0.507880 1.329102 -1.2 -1.4 1.4
C -1.378117 0.530157 1.445705 2.1 -2.3 -0.9
C -0.735624 1.747217 0.886821 -1.8 1.5 1.0
N 0.734312 1.639657 0.876427 -1.3 2.4 0.2
H 0.946132 2.642289 0.928741 0.3 0.2 0.5
H 1.093578 1.232346 1.753695 -0.1 -0.4 0.1
C 1.536014 1.257632 -0.244569 3.6 2.4 -1.3
C 1.289868 -0.080736 -0.830214 1.3 -1.6 -0.4
O 2.411067 -0.314801 -1.645036 1.3 -1.2 -1.9
C 2.309429 -1.457235 -2.532982 0.6 -1.5 -0.9
H -2.954785 -1.679372 1.172388 -0.2 0.9 -0.2
H -4.441562 -0.815839 1.827952 0.5 0.8 -1.7
H -3.292672 -1.037448 2.832603 1.6 0.6 -0.9
H -0.908443 -0.237627 0.839050 -0.5 -0.7 -1.4
H -0.865142 0.079307 2.297358 -0.9 1.1 1.6
H -0.899285 2.667339 1.454686 -0.1 -0.3 0.7
H -1.271510 2.046016 -0.005929 0.8 -0.5 -1.1
H 2.642986 1.472322 0.285517 -2.4 -1.5 -1.9
H 1.591739 2.077663 -1.078472 -0.7 -1.4 1.6
H 0.445678 -0.357119 -1.429678 -1.3 1.0 -0.2
H 1.347832 -0.858437 -0.114717 -0.3 -0.7 1.5
H 3.010665 -1.534023 -3.430273 -0.3 1.4 1.4
H 1.360922 -1.471905 -3.025707 -1.0 0.1 0.1
H 2.495321 -2.477573 -2.104758 -0.4 1.1 0.7
B -2.265062 -2.770023 -1.600798 0.3 -0.8 -1.4
H -2.116484 -3.287728 -2.800520 -0.4 0.6 1.2
H -1.181829 -2.937357 -1.115034 1.1 -0.1 0.7
H -2.454450 -1.579536 -1.640812 -0.3 0.5 -0.1
H -3.055514 -3.406015 -0.934668 -0.3 0.1 0.0
O -0.813998 -0.647088 -4.333823 1.8 0.8 -1.4
H -0.190874 -1.290800 -4.753253 -1.1 0.5 0.6
H -1.371805 -1.063026 -3.708653 -0.9 -1.2 1.0
O 5.045381 -1.075480 0.181708 3.2 -4.7 4.3
H 5.806462 -1.689364 -0.111800 -1.9 1.6 0.8
H 4.820688 -0.621803 -0.534113 -1.4 3.2 -5.1
O 1.228199 4.623375 -3.287191 1.2 -0.6 1.4
H 1.856345 4.127131 -2.641042 -2.1 0.6 -1.7
H 0.419926 4.112606 -3.424095 0.4 -0.1 0.2
O 3.612136 -3.676890 1.360530 -1.0 1.9 1.1
H 3.910762 -4.310092 0.742240 0.3 -0.7 -1.3
H 3.345905 -2.837736 0.913125 0.7 -1.2 0.2
O 3.373056 3.516880 -2.035384 -2.6 -2.1 1.3
H 3.644289 4.337119 -2.348122 2.0 1.6 -0.7
H 3.937746 2.779413 -1.806355 1.0 0.4 -0.5
O 0.771218 4.743306 0.806588 -3.0 0.1 -2.1
H -0.030621 5.353899 0.774401 1.6 -1.3 -0.1
H 1.239218 5.031500 1.540322 1.5 0.9 2.3
O -6.913887 -1.895323 1.336275 1.0 -3.3 0.3
H -6.501190 -2.855649 1.188457 -1.3 3.5 0.1
H -6.585506 -1.305538 0.658883 0.3 -0.2 -0.5
O -4.485555 1.547366 -0.479533 -0.8 0.9 -0.3
H -4.856073 2.335838 -0.036554 0.5 -0.8 -0.2
H -3.796236 1.168943 0.073514 0.1 0.1 0.3
O 4.674187 0.581798 -2.406832 -0.3 1.0 -3.1
H 4.665126 0.845883 -3.409829 0.3 -0.7 2.9
H 3.755503 0.243111 -2.284552 0.6 0.5 0.2
O -0.144180 3.403237 4.409003 -2.5 1.2 -0.8
H -0.908447 2.812579 4.642567 1.2 -0.3 -0.1
H -0.752379 4.099777 4.005161 1.7 -0.7 0.6
O -2.078789 1.495628 4.357527 4.7 -1.6 5.5
H -2.417742 1.331230 5.273630 0.1 0.1 -1.5
H -2.732628 1.682244 3.812617 -5.2 1.2 -3.9
O 2.271026 0.460285 2.721380 1.9 0.9 0.0
H 3.152202 0.924063 2.661545 -1.3 -0.7 -0.1
H 2.388525 -0.045711 3.527040 -0.4 -0.4 0.3
O 1.103916 -2.248085 -5.528453 0.5 0.6 10.0
H 1.396778 -3.052287 -4.924820 -1.1 2.6 -1.4
H 1.208453 -2.615331 -6.282614 0.8 -3.5 -8.7
O -3.327932 -4.102203 3.317309 0.5 -0.2 0.8
H -4.143724 -3.983329 2.859136 -0.7 0.1 -0.6
H -2.639852 -3.683709 2.792699 0.3 0.1 -0.2
O -0.811812 -2.965305 2.205481 -1.9 2.4 -3.5
H -0.351285 -3.688515 1.853964 1.6 -2.4 0.2
H -1.082946 -2.703636 1.205421 0.2 -0.1 2.9
```
Positions in Å, forces in eV/Å.

## Properties
LUMO level ... -0.0284 Eh
Orbital gap ... 7.132 eV
ΔE to the lowest compared entry with this formula, charge and spin ... 0.0 kcal per mole
Molecular weight ... 419.3 u
Electronic energy ... -1616.9182 Eh